# 1
{"formula": "CH8N2S", "method": "the ωB97M-V functional and the def2-TZVPD basis", "smiles": "NCN.S", "e_above_lowest_kcal_mol": 5.1, "e_homo_ha": -0.332, "orbital_gap_ev": 9.70, "species": ["H", "S", "C", "H", "N", "H", "H", "H", "H", "H", "H", "N"], "xyz": [[1.35, -0.89, 1.20], [-2.39, -0.40, 0.22], [2.14, 0.12, -0.43], [2.11, -0.06, -1.51], [1.49, 1.46, -0.30], [3.18, 0.21, -0.12], [-3.54, 0.09, 0.77], [0.61, -1.23, -0.25], [-2.04, 0.79, -0.29], [1.45, 1.70, 0.68], [0.52, 1.27, -0.49], [1.48, -0.99, 0.20]], "mulliken_charge": [0.23, -0.30, -0.42, 0.34, -0.61, 0.33, 0.16, 0.20, 0.13, 0.24, 0.22, -0.52]}

***

# 2
{"formula": "CH8N2S2", "method": "the ωB97M-V functional and the def2-TZVPD basis", "smiles": "NCN.SS", "e_above_lowest_kcal_mol": 0.0, "e_homo_ha": -0.343, "orbital_gap_ev": 9.81, "species": ["N", "H", "H", "H", "S", "H", "C", "H", "H", "H", "S", "N", "H"], "xyz": [[-0.94, 0.83, -1.21], [-1.35, -0.31, 1.20], [-1.05, -1.83, 0.73], [-1.40, 1.49, -0.60], [2.62, -0.39, 0.31], [0.05, 1.02, -1.15], [-1.24, -0.52, -0.84], [1.38, -0.68, 0.77], [-0.69, -1.19, -1.51], [-2.30, -0.71, -0.98], [2.56, 1.63, 0.78], [-0.81, -0.86, 0.54], [3.17, 1.54, 1.97]], "mulliken_charge": [-0.56, 0.21, 0.21, 0.24, -0.22, 0.23, -0.46, 0.24, 0.32, 0.35, -0.20, -0.52, 0.16]}

***

# 3
{"formula": "CH8N2S2", "method": "the ωB97M-V functional and the def2-TZVPD basis", "smiles": "NCN.SS", "e_above_lowest_kcal_mol": 17.3, "e_homo_ha": -0.342, "orbital_gap_ev": 9.28, "species": ["H", "H", "H", "N", "H", "C", "H", "S", "H", "S", "N", "H", "H"], "xyz": [[-1.13, 1.26, -1.83], [-1.74, 0.71, -0.24], [2.05, -0.43, 0.67], [-0.66, -0.60, -1.39], [-0.18, 1.06, 0.92], [-0.94, 0.73, -0.95], [-0.31, -1.94, 1.71], [0.27, -0.90, 2.33], [-0.39, -1.23, -0.63], [2.18, -1.43, 1.48], [0.15, 1.19, 0.00], [0.20, -0.59, -1.98], [0.50, 2.18, -0.09]], "mulliken_charge": [0.36, 0.31, 0.19, -0.60, 0.21, -0.42, 0.18, -0.26, 0.20, -0.16, -0.47, 0.27, 0.18]}

***

# 4
{"formula": "CH8N2S2", "method": "the ωB97M-V functional and the def2-TZVPD basis", "smiles": "NCN.SS", "e_above_lowest_kcal_mol": 14.7, "e_homo_ha": -0.316, "orbital_gap_ev": 8.92, "species": ["H", "S", "H", "N", "H", "S", "C", "N", "H", "H", "H", "H", "H"], "xyz": [[0.40, -0.91, -0.85], [-2.48, -1.27, 0.40], [0.88, 0.13, -2.08], [1.19, 0.34, 1.25], [-1.79, 0.83, -0.58], [-3.00, 0.67, -0.12], [1.56, 0.49, -0.16], [0.53, 0.06, -1.14], [0.17, 0.25, 1.15], [1.81, 1.55, -0.36], [2.46, -0.04, -0.49], [1.45, -0.61, 1.48], [-3.19, -1.49, 1.50]], "mulliken_charge": [0.18, -0.23, 0.22, -0.60, 0.17, -0.14, -0.41, -0.52, 0.29, 0.26, 0.34, 0.28, 0.16]}

***

# 5
{"formula": "CH8N2Si2", "method": "the ωB97M-V functional and the def2-TZVPD basis", "e_above_lowest_kcal_mol": 77.1, "e_homo_ha": -0.276, "orbital_gap_ev": 6.62, "species": ["H", "N", "H", "H", "H", "H", "H", "N", "Si", "C", "H", "H", "Si"], "xyz": [[-1.26, -2.01, 1.59], [0.32, 0.32, -0.71], [-2.40, -0.65, -0.52], [-0.76, -2.00, -1.16], [1.64, 1.78, -0.71], [-0.14, 0.96, 2.43], [0.04, 2.16, -1.45], [-0.74, -1.17, 1.17], [-0.99, -0.77, -0.60], [0.88, 1.40, -1.45], [1.73, -0.83, 1.91], [1.30, 1.06, -2.42], [0.38, -0.25, 1.92]], "mulliken_charge": [0.27, -0.24, -0.14, -0.14, 0.17, -0.05, 0.25, -0.18, 0.14, -0.64, -0.03, 0.23, 0.36]}

***

# 6
{"formula": "CH8N3O", "method": "the ωB97M-V functional and the def2-TZVPD basis", "e_above_lowest_kcal_mol": 20.0, "charge": 1, "e_homo_ha": -0.567, "orbital_gap_ev": 12.08, "species": ["H", "H", "N", "H", "C", "H", "O", "H", "N", "H", "H", "H", "N"], "xyz": [[-1.39, 0.18, 0.22], [-1.00, 2.90, -0.04], [1.14, -1.49, 1.00], [0.86, -2.35, 1.44], [0.31, -0.80, 0.20], [1.77, -0.07, -1.07], [-0.93, 2.08, -0.58], [-1.40, 2.40, -1.37], [0.85, 0.03, -0.66], [-1.55, -1.47, 0.49], [0.20, 0.65, -1.16], [2.14, -1.42, 0.87], [-0.99, -0.65, 0.66]], "mulliken_charge": [0.28, 0.30, -0.34, 0.25, 0.57, 0.25, -0.68, 0.33, -0.28, 0.30, 0.21, 0.22, -0.42]}